Entry 1:
DFT (the ωB97M-V functional and the def2-TZVPD basis) results for C17H33CeNO3P2 as an isolated structure in a non-equilibrium geometry.

CARTESIAN COORDINATES (ANGSTROEM)
Ce: -0.0031 -0.1803 0.1591
P: 2.8518 -0.3450 -0.2725
P: -2.8893 -0.0740 0.1719
N: -0.0194 0.6091 -1.7607
H: 1.3993 -2.9775 2.2210
C: 3.5866 -1.8063 -1.0969
H: 4.6853 -1.7607 -1.0393
H: 3.2683 -1.8362 -2.1479
H: 3.2284 -2.7214 -0.6049
C: 3.8053 -0.3467 1.2918
H: 4.8669 -0.5249 1.0612
H: 3.4239 -1.1463 1.9438
H: 3.6865 0.6105 1.8169
C: 3.6169 1.0292 -1.2112
H: 4.7140 0.9850 -1.1200
H: 3.2420 1.9852 -0.8196
H: 3.3189 0.9571 -2.2667
C: -3.9199 -1.4171 -0.5306
H: -4.9889 -1.2020 -0.3727
H: -3.6646 -2.3730 -0.0514
H: -3.7192 -1.5072 -1.6074
C: -3.5957 0.0215 1.8634
H: -4.6948 0.0437 1.7914
H: -3.2316 0.9179 2.3849
H: -3.2819 -0.8596 2.4429
C: -3.6312 1.3927 -0.6427
H: -4.7118 1.4311 -0.4295
H: -3.4618 1.3322 -1.7272
H: -3.1423 2.3048 -0.2721
C: -0.0203 1.4765 -2.7941
C: 0.0061 1.9521 -5.1994
C: -0.0287 1.0329 -4.1606
C: -0.0075 2.8901 -2.5487
C: 0.0131 3.7887 -3.6048
C: 0.0277 3.3342 -4.9315
H: 0.0112 1.5967 -6.2352
H: -0.0642 -0.0466 -4.3494
H: -0.0149 3.2363 -1.5082
H: 0.0159 4.8636 -3.4093
H: 0.0524 4.0509 -5.7530
C: 0.3376 -3.1220 1.9534
O: 0.0432 -2.1254 0.9762
C: 0.1540 -4.5097 1.3672
H: -0.0563 -5.2470 2.1539
H: 1.0578 -4.8318 0.8393
H: -0.6859 -4.5253 0.6654
C: -0.4914 -2.9462 3.2165
H: -1.5055 -3.3363 3.0534
H: -0.5783 -1.9102 3.5574
H: -0.0317 -3.5365 4.0202
C: 0.0704 2.2298 4.1098
O: -0.1761 1.3210 3.0026
C: 0.1448 1.7478 1.7768
O: 0.6511 2.8169 1.4619
H: 1.1237 2.5264 4.1539
H: -0.1952 1.6317 4.9832
H: -0.5917 3.0997 4.0281

Calculated values
LUMO (alpha / beta) in Ha: 0.014 / 0.014
Frontier orbital gap (alpha / beta) in eV: 6.929 / 6.929
Highest occupied orbital energy (alpha / beta) in eV: -6.54 / -6.54
Energy relative to the best compared isomer or geometry (same formula, charge and spin) in kJ/mol: 0.0
E_tot in hartree: -2105.8249

=====

Entry 2:
DFT (the ωB97M-V functional and the def2-TZVPD basis) results for a 2-piece molecular cluster, C17H33FN3O4S overall in a non-equilibrium geometry.

CARTESIAN COORDINATES (ANGSTROEM)
C: 0.5909 -1.5995 2.9933
C: 0.3602 -1.9826 1.5285
C: 1.5126 -1.4303 0.6464
C: -1.0286 -1.5610 0.9467
C: -2.0317 -1.0175 1.9677
C: -1.8300 0.4559 2.4112
C: -3.1639 1.1594 2.4793
F: -3.0885 2.3262 3.2093
C: -3.7291 1.4133 1.0962
N: -2.7219 1.4701 0.0184
C: -1.4104 1.6328 0.3677
N: -0.5811 2.1986 -0.5633
N: -0.8922 1.2277 1.5419
C: -0.0933 2.2878 2.2492
C: 1.4088 1.9933 2.3555
C: 2.1946 2.2628 1.0531
C: 3.6767 2.0196 1.3229
O: 4.1809 2.2277 2.3784
O: 4.4107 1.5930 0.2410
H: 1.6086 -1.8760 3.2690
H: -0.0865 -2.1009 3.6857
H: 0.5050 -0.5278 3.1783
H: 0.4272 -3.0694 1.4736
H: 2.3826 -1.1884 1.2596
H: 1.8006 -2.1869 -0.0797
H: 1.2177 -0.5090 0.1414
H: -0.8802 -0.8891 0.0982
H: -1.4832 -2.4594 0.5213
H: -2.0300 -1.6260 2.8688
H: -3.0464 -1.1118 1.5680
H: -1.4027 0.4715 3.4110
H: -3.8625 0.5150 3.0194
H: -4.4163 0.5986 0.8662
H: -4.3345 2.3177 1.1231
H: -2.8556 0.7693 -0.7027
H: -0.3604 1.6224 -1.3624
H: -0.2275 3.1319 -0.4879
H: -0.2149 3.2485 1.7483
H: -0.4893 2.4322 3.2508
H: 1.8041 2.6886 3.0976
H: 1.6193 0.9919 2.7267
H: 2.0889 3.3269 0.8291
H: 1.8270 1.6361 0.2462
H: 4.1454 0.6891 0.0357
C: -0.2708 -2.5129 -4.5981
C: 0.7214 -1.8214 -5.5423
C: 1.1009 -0.4776 -4.9060
S: 0.9358 -0.7063 -3.1350
O: -0.1321 0.1476 -2.6469
O: 2.2328 -0.6814 -2.5105
C: 0.3272 -2.3856 -3.2000
H: -0.4295 -3.5552 -4.8680
H: -1.2368 -2.0043 -4.6385
H: 1.6127 -2.4410 -5.6535
H: 0.2990 -1.6758 -6.5345
H: 2.1259 -0.1883 -5.1230
H: 0.4206 0.3189 -5.2032
H: -0.3926 -2.5434 -2.3990
H: 1.1844 -3.0456 -3.0705

Calculated values
LUMO in Ha: -0.135
Frontier orbital gap in eV: 9.125
Charge: +1
Highest occupied orbital energy in eV: -12.79
E_tot in hartree: -1630.5998

=====

Entry 3:
DFT (the ωB97M-V functional and the def2-TZVPD basis) results for one molecule with the formula C17H33N3O4S in a non-equilibrium geometry.

CARTESIAN COORDINATES (ANGSTROEM)
C: -3.4268 -3.9237 -0.9825
C: -2.5667 -3.0753 -0.0417
C: -1.1702 -2.8733 -0.6210
O: -3.1125 -1.7833 0.1722
C: -4.3482 -1.7474 0.8539
C: -4.6006 -0.3434 1.4038
C: -4.6757 0.7112 0.2992
N: -3.3648 0.9613 -0.2525
C: -2.8114 2.1844 -0.2694
O: -3.4226 3.1950 0.0263
C: -1.3384 2.2591 -0.6768
C: -0.7625 1.0276 -1.3721
C: 0.7160 1.2675 -1.6905
N: 1.4870 1.6230 -0.5168
S: 1.9348 0.3198 0.4197
O: 0.8752 -0.6309 0.6055
O: 2.5603 0.8415 1.5978
N: 3.0155 -0.3616 -0.6500
C: 4.2415 0.3978 -0.7978
C: 5.2477 0.1123 0.3171
C: 5.5046 -1.3896 0.4172
C: 4.1801 -2.1184 0.6328
C: 3.2229 -1.7902 -0.5115
C: 0.9483 2.7533 0.2166
C: -0.5170 2.5415 0.5893
H: -3.5975 -3.3854 -1.9122
H: -4.3878 -4.1625 -0.5331
H: -2.9120 -4.8542 -1.2044
H: -2.4904 -3.5890 0.9325
H: -1.2437 -2.4330 -1.6127
H: -0.6604 -3.8297 -0.6965
H: -0.5872 -2.2095 0.0129
H: -5.1675 -2.0236 0.1731
H: -4.3354 -2.4692 1.6848
H: -5.5412 -0.3595 1.9559
H: -3.7972 -0.0781 2.0923
H: -5.0457 1.6615 0.6927
H: -5.3523 0.3711 -0.4938
H: -2.8149 0.1293 -0.4090
H: -1.2486 3.1287 -1.3395
H: -0.8133 0.1616 -0.7123
H: -1.3027 0.8135 -2.2960
H: 0.8249 2.0824 -2.4144
H: 1.1746 0.3654 -2.0976
H: 4.6703 0.1405 -1.7728
H: 3.9530 1.4493 -0.8017
H: 4.8308 0.4742 1.2572
H: 6.1759 0.6489 0.1139
H: 5.9698 -1.7464 -0.5061
H: 6.1879 -1.5980 1.2422
H: 3.7274 -1.7844 1.5685
H: 4.3360 -3.1972 0.6840
H: 3.6233 -2.1592 -1.4622
H: 2.2412 -2.2321 -0.3404
H: 1.0584 3.6412 -0.4148
H: 1.5651 2.8671 1.1082
H: -0.5869 1.6864 1.2659
H: -0.9078 3.4252 1.0950

Calculated values
LUMO in Ha: 0.028
Frontier orbital gap in eV: 9.862
Highest occupied orbital energy in eV: -9.10
SMILES: CC(C)OCCCNC(=O)C1CCN(S(=O)(=O)N2CCCCC2)CC1
Energy relative to the best compared isomer or geometry (same formula, charge and spin) in kJ/mol: 0.0
E_tot in hartree: -1531.0103

=====

Entry 4:
DFT (the ωB97M-V functional and the def2-TZVPD basis) results for C17H33N6O8P2SSr as an isolated structure in a non-equilibrium geometry.

CARTESIAN COORDINATES (ANGSTROEM)
Sr: -0.5626 -0.0063 0.5564
O: -3.2197 0.3545 4.3405
P: -2.6936 -0.4016 3.0581
O: -2.7079 -1.8805 3.2182
O: -1.3363 0.1965 2.7107
O: -3.7189 0.0476 1.8480
P: -3.3292 0.1073 0.2438
O: -4.7189 0.3038 -0.4620
O: -2.6338 -1.1985 -0.0556
O: -2.4491 1.3034 -0.0062
H: -4.0859 0.0541 4.6471
H: -5.3823 -0.3720 -0.2652
C: 1.1100 2.7861 3.1215
S: 1.8917 2.5597 1.5404
O: 1.4729 1.1606 1.0942
C: 0.9752 3.6486 0.5168
C: -0.4176 3.6831 0.5523
C: -1.0934 4.4432 -0.3857
C: -0.3811 5.1668 -1.3369
C: 1.0052 5.1302 -1.3638
C: 1.6943 4.3609 -0.4351
H: 0.1698 2.2311 3.1496
H: 0.9451 3.8498 3.2837
H: 1.7907 2.3963 3.8754
H: -0.9765 3.1036 1.2775
H: -2.1743 4.4562 -0.3794
H: -0.9170 5.7581 -2.0673
H: 1.5515 5.6912 -2.1095
H: 2.7757 4.3137 -0.4553
N: -0.8304 -3.7790 3.3515
C: -0.8253 -4.4091 1.9872
C: -0.5107 -3.3178 0.9853
N: 0.7339 -2.5629 1.2610
C: 0.8872 -2.1691 2.6804
C: 0.5506 -3.2745 3.6627
H: -1.1369 -4.4483 4.0553
H: -1.5480 -2.9552 3.3562
H: -1.8137 -4.8291 1.8096
H: -0.0880 -5.2116 2.0059
H: -1.3663 -2.6396 0.9769
H: -0.4431 -3.7451 -0.0144
H: 1.5332 -3.1206 0.9821
H: 0.2311 -1.3240 2.8983
H: 1.9114 -1.8339 2.8357
H: 0.5562 -2.9138 4.6902
H: 1.2228 -4.1294 3.5838
C: -0.2471 -0.8071 -2.7648
N: 0.7500 -0.2414 -1.8260
C: 1.1128 1.1072 -2.3145
N: 1.6369 1.0775 -3.6742
C: 0.6219 0.4815 -4.5499
N: 0.2573 -0.8768 -4.1292
C: 1.4725 -1.6973 -4.1258
N: 2.5084 -1.1574 -3.2369
C: 1.9582 -1.0815 -1.8891
C: 2.8184 0.2067 -3.6831
H: -1.1488 -0.1910 -2.7404
H: -0.5106 -1.8130 -2.4274
H: 1.8698 1.5213 -1.6452
H: 0.2271 1.7491 -2.2797
H: 1.0109 0.4448 -5.5680
H: -0.2722 1.1071 -4.5399
H: 1.8709 -1.7461 -5.1397
H: 1.2139 -2.7075 -3.8019
H: 2.7060 -0.6665 -1.2090
H: 1.6994 -2.0897 -1.5538
H: 3.2190 0.1617 -4.6964
H: 3.5773 0.6336 -3.0249

Calculated values
LUMO in Ha: -0.084
Frontier orbital gap in eV: 8.742
Charge: +1
Highest occupied orbital energy in eV: -11.03
Energy relative to the best compared isomer or geometry (same formula, charge and spin) in kJ/mol: 0.0
E_tot in hartree: -2709.8725